Entry 1:
Here is C35H26BrF4N3O2PS2Sc as an isolated structure at a distorted geometry from the Open Molecules 2025 dataset. Energies are from the ωB97M-V functional and the def2-TZVPD basis.

Highest occupied orbital energy   -6.5804 eV
Frontier orbital gap   5.441 eV

Positions of all 75 atoms, in Å:
Sc 1.518 -0.097 -0.473
O -0.379 -5.191 0.942
C -0.726 -5.035 -0.344
C -1.428 -6.078 -0.954
C -1.862 -5.959 -2.258
C -1.603 -4.801 -2.997
C -0.901 -3.775 -2.404
C -0.451 -3.870 -1.082
C 0.282 -2.730 -0.516
O 0.491 -1.690 -1.237
N 0.741 -2.850 0.723
N 1.497 -1.757 1.036
C 2.175 -1.760 2.109
C 3.036 -0.589 2.356
C 3.926 -0.541 3.410
C 4.755 0.569 3.526
C 4.657 1.578 2.588
C 3.724 1.455 1.567
N 2.930 0.398 1.459
H 0.066 -4.361 1.227
H -1.628 -6.968 -0.369
H -2.410 -6.778 -2.710
H -1.944 -4.714 -4.021
H -0.675 -2.867 -2.951
H 2.150 -2.602 2.793
H 3.971 -1.363 4.115
H 5.471 0.635 4.336
H 5.287 2.456 2.637
H 3.582 2.221 0.816
F -4.667 3.178 -3.775
C -3.850 2.603 -2.903
C -4.207 2.523 -1.576
F -5.368 3.029 -1.169
C -3.352 1.916 -0.680
F -3.770 1.847 0.587
C -2.124 1.388 -1.060
P -1.058 0.594 0.206
C -0.828 1.816 1.542
C -0.156 1.342 2.670
C 0.188 2.199 3.704
C -0.122 3.549 3.612
C -0.770 4.032 2.483
C -1.119 3.172 1.451
C -2.213 -0.663 0.864
C -2.629 -1.629 -0.053
C -3.439 -2.682 0.346
C -3.847 -2.773 1.671
C -3.453 -1.803 2.584
C -2.639 -0.749 2.185
C -1.801 1.447 -2.421
Br -0.273 0.642 -3.156
C -2.654 2.058 -3.322
F -2.367 2.123 -4.621
H 0.099 0.289 2.741
H 0.706 1.816 4.576
H 0.150 4.224 4.413
H -0.995 5.088 2.397
H -1.583 3.573 0.560
H -2.308 -1.563 -1.087
H -3.737 -3.436 -0.374
H -4.474 -3.597 1.990
H -3.781 -1.865 3.615
H -2.348 0.007 2.903
C 2.525 4.129 -2.611
C 2.535 2.713 -2.065
S 1.428 2.426 -0.708
C 3.336 1.784 -2.595
C 4.262 2.123 -3.746
S 3.385 0.081 -2.096
H 1.772 4.729 -2.103
H 2.305 4.144 -3.683
H 3.493 4.619 -2.472
H 4.723 3.105 -3.618
H 3.718 2.138 -4.697
H 5.054 1.380 -3.834

Charge distribution, Löwdin scheme, values in e: 0.4392 0.0612 -0.2717 -0.0139 -0.0765 -0.0837 -0.0249 -0.0931 -0.4189 -0.2290 0.0708 -0.0529 -0.0380 -0.2606 -0.0083 -0.0428 -0.0274 -0.1071 0.0437 0.0618 0.1184 0.1048 0.1007 0.1124 0.1396 0.1180 0.1137 0.1126 0.0767 0.1458 -0.1342 -0.1349 0.1373 -0.2185 0.1129 -0.2876 1.0535 -0.3969 -0.1291 -0.0737 -0.0761 -0.0635 -0.0983 -0.3373 -0.0961 -0.0615 -0.0716 -0.0706 -0.0765 -0.5475 0.9443 -0.2607 0.0868 0.0961 0.1059 0.1040 0.1086 0.1077 0.1066 0.1123 0.1060 0.1050 0.0990 -0.1351 -0.7690 0.5650 -0.7874 -0.1375 0.5383 0.0490 0.0781 0.0736 0.0668 0.0822 0.0539

***

Entry 2:
Here is C35H26ClGeIrN2O as an isolated structure at a distorted geometry from the Open Molecules 2025 dataset. Energies are from the ωB97M-V functional and the def2-TZVPD basis.

<S²>   0.771
Net charge   +1
Highest occupied orbital energy (alpha / beta)   -10.4486 / -10.6506 eV
Frontier orbital gap (alpha / beta)   6.231 / 6.364 eV
Spin multiplicity   2

Positions of all 67 atoms, in Å:
Ir 1.576 0.472 0.736
Cl 5.306 -5.352 3.022
C 4.244 -4.030 2.727
C 3.123 -3.830 3.546
C 2.308 -2.750 3.330
C 2.546 -1.821 2.296
O 1.724 -0.823 2.189
C 3.674 -2.055 1.427
C 4.033 -1.268 0.304
N 3.431 -0.188 -0.108
C 3.757 0.560 -1.237
C 4.854 0.355 -2.061
C 5.096 1.187 -3.155
C 4.254 2.229 -3.451
C 3.116 2.465 -2.658
C 2.194 3.498 -2.927
C 1.102 3.656 -2.114
C 0.923 2.800 -1.030
N 1.775 1.822 -0.740
C 2.869 1.632 -1.542
C 4.499 -3.171 1.695
H 2.903 -4.528 4.343
H 1.444 -2.572 3.956
H 4.890 -1.627 -0.263
H 5.541 -0.453 -1.853
H 5.964 1.010 -3.774
H 4.453 2.886 -4.287
H 2.368 4.146 -3.776
H 0.373 4.433 -2.296
H 0.061 2.884 -0.382
H 5.360 -3.357 1.063
C -0.040 -0.272 -0.106
Ge -1.922 0.017 0.193
C -2.518 1.050 -1.390
C -3.228 2.236 -1.232
C -3.595 2.981 -2.346
C -3.247 2.551 -3.618
C -2.519 1.380 -3.780
C -2.156 0.633 -2.669
C -2.656 -1.830 0.180
C -2.328 -2.686 -0.867
C -2.752 -4.008 -0.848
C -3.508 -4.472 0.219
C -3.827 -3.625 1.269
C -3.397 -2.304 1.256
C -2.371 0.943 1.848
C -3.723 1.143 2.130
C -4.112 1.803 3.285
C -3.147 2.266 4.169
C -1.800 2.072 3.899
C -1.414 1.411 2.743
H 0.187 -0.905 -0.969
H -3.502 2.581 -0.242
H -4.163 3.893 -2.218
H -3.545 3.125 -4.486
H -2.246 1.040 -4.771
H -1.593 -0.284 -2.807
H -1.742 -2.330 -1.707
H -2.493 -4.667 -1.666
H -3.847 -5.500 0.229
H -4.415 -3.989 2.102
H -3.640 -1.653 2.087
H -4.472 0.775 1.435
H -5.163 1.953 3.495
H -3.448 2.779 5.073
H -1.057 2.438 4.596
H -0.360 1.247 2.531

Charge distribution, Löwdin scheme, values in e: 1.2675 0.7008 -0.6745 -0.0624 0.0081 -0.3210 -0.2581 -0.1239 -0.0392 -0.0396 -0.1922 0.0158 -0.0452 -0.0088 -0.1408 0.0314 -0.0141 -0.0822 -0.1162 -0.1408 -0.0634 0.1178 0.1269 0.1296 0.1136 0.1192 0.1250 0.1318 0.1213 0.1195 0.1161 -0.1835 0.9502 -0.2700 -0.1051 -0.0759 -0.0787 -0.0791 -0.1144 -0.2640 -0.1180 -0.0775 -0.0774 -0.0732 -0.0995 -0.2951 -0.1312 -0.0699 -0.0724 -0.0735 -0.1114 0.0070 0.0932 0.1082 0.1078 0.1071 0.0859 0.0828 0.1069 0.1081 0.1082 0.0932 0.1101 0.1098 0.1088 0.1082 0.0522

***

Entry 3:
Here is C35H27CaN5O3S as an isolated structure from the Open Molecules 2025 dataset. Energies are from the ωB97M-V functional and the def2-TZVPD basis.

Net charge   -2
Highest occupied orbital energy   -0.2718 eV
Frontier orbital gap   4.173 eV

Positions of all 72 atoms, in Å:
Ca 0.633 -0.341 0.050
O 6.418 -2.027 4.157
C 5.616 -2.872 3.719
O 5.588 -4.112 3.884
C 4.477 -2.314 2.827
C 4.351 -0.964 2.557
C 3.343 -0.521 1.694
N 2.479 -1.382 1.172
C 2.573 -2.687 1.439
C 3.559 -3.201 2.254
C 1.500 -3.494 0.781
C 1.204 -4.848 1.312
C 0.231 -5.605 0.809
C -0.662 -5.124 -0.288
C -0.363 -3.634 -0.596
N 0.847 -2.969 -0.187
C 3.151 0.897 1.229
C 3.496 1.972 2.007
C 3.135 3.247 1.470
C 2.515 3.387 0.280
C 2.192 2.198 -0.566
N 2.600 0.951 0.011
H 5.066 -0.278 2.991
H 3.692 -4.251 2.478
H 1.825 -5.205 2.121
H 0.075 -6.608 1.198
H -0.662 -5.819 -1.132
H -0.589 -3.380 -1.632
H 3.911 1.856 2.997
H 3.369 4.145 2.035
H 2.303 4.379 -0.102
H 2.649 2.310 -1.568
O -3.469 0.116 -0.828
C -4.079 -1.066 -1.199
C -3.316 -2.299 -0.806
C -3.816 -3.651 -1.187
C -3.215 -4.756 -0.747
C -2.076 -4.688 0.226
C -1.528 -3.244 0.322
N -2.265 -2.117 -0.143
H -2.752 0.009 -0.147
H -4.230 -1.072 -2.291
H -5.088 -1.182 -0.757
H -4.668 -3.712 -1.856
H -3.586 -5.734 -1.046
H -2.373 -5.155 1.170
H -1.157 -2.993 1.317
N 0.756 1.943 -1.097
C -0.158 2.800 -1.267
C -0.250 4.098 -0.524
C -0.231 5.337 -1.150
C -0.339 6.497 -0.394
C -0.506 6.407 0.982
C -0.567 5.164 1.598
C -0.432 3.997 0.856
C -1.308 2.457 -2.161
C -2.562 3.030 -1.981
C -3.611 2.698 -2.827
C -3.414 1.799 -3.863
C -2.164 1.222 -4.050
C -1.117 1.551 -3.203
H -0.121 5.395 -2.228
H -0.298 7.466 -0.878
H -0.597 7.312 1.574
H -0.715 5.089 2.669
H -0.504 3.005 1.319
H -2.722 3.710 -1.155
H -4.591 3.127 -2.658
H -4.238 1.536 -4.518
H -2.005 0.518 -4.859
H -0.132 1.123 -3.337
S -1.079 0.553 1.722

Charge distribution, Löwdin scheme, values in e: 0.9145 -0.0573 -0.6969 -0.0761 -0.0898 0.0636 -0.1768 0.0369 -0.2090 0.0383 -0.2027 0.0112 -0.0394 -0.1858 -0.2349 0.0767 -0.3141 -0.0820 -0.1199 -0.0829 -0.3544 -0.0782 0.1167 0.1028 0.1023 0.1072 0.1362 0.1504 0.0821 0.0897 0.0861 0.1215 -0.1017 -0.2524 -0.2654 -0.0126 -0.0500 -0.1809 -0.2435 0.1438 -0.0313 0.1153 0.1209 0.1004 0.1000 0.1425 0.1493 0.0638 -0.2470 -0.2097 -0.0582 -0.1127 -0.1137 -0.0706 -0.0373 -0.1509 -0.0195 -0.0913 -0.1178 -0.1006 -0.0381 0.1112 0.0857 0.0862 0.1021 -0.0024 0.1206 0.0969 0.0893 0.0907 0.1020 -0.5492